Entry from the OMol25 dataset: a structure of composition C16H12Br2N3OPdSSbSe4 (ωB97M-V with the def2-TZVPD basis set).

Structure (XYZ):
```
41
C16H12Br2N3OPdSSbSe4, DFT ωB97M-V with the def2-TZVPD basis set
Pd -0.595 -0.348 0.761
C 1.112 -0.845 -1.902
C 1.937 -0.939 -0.672
C 3.300 -1.317 -0.784
C 4.081 -1.390 0.321
C 3.554 -1.034 1.588
C 4.316 -1.016 2.782
Br 6.162 -1.489 2.764
C 3.745 -0.625 3.960
C 2.411 -0.223 3.997
Br 1.703 0.356 5.658
C 1.564 -0.180 2.873
O 0.379 0.239 2.894
C 2.200 -0.661 1.642
N 1.423 -0.673 0.509
H 1.727 -0.502 -2.736
H 0.257 -0.174 -1.768
H 0.725 -1.828 -2.187
H 3.685 -1.565 -1.762
H 5.116 -1.694 0.248
H 4.326 -0.605 4.872
Se -3.196 -4.948 -1.028
Sb -1.823 -3.343 -2.182
Se -1.120 -2.618 0.270
Se -2.955 -1.502 -3.337
Se 0.139 -4.190 -3.332
N -3.764 3.339 -3.011
C -3.049 3.644 -1.918
S -2.370 5.128 -1.697
C -2.912 2.516 -0.916
C -3.368 1.241 -1.192
C -3.162 0.225 -0.248
N -2.567 0.463 0.915
C -2.119 1.714 1.188
C -2.264 2.760 0.312
H -3.793 4.015 -3.755
H -4.056 2.396 -3.206
H -3.801 0.901 -2.123
H -3.445 -0.792 -0.490
H -1.638 1.824 2.158
H -1.870 3.740 0.534
```

E_HOMO (spin up / spin down) ... -1.7 / -1.7 eV
Energy above the lowest of the compared OMol25 structures with the same formula, charge and spin ... 11.1 kcal/mol
Total charge ... -2
Multiplicity ... 1
Frontier orbital gap (spin up / spin down) ... 0.17603 / 0.17625 Ha
Total energy ... -445631.644 eV

Entry from the OMol25 dataset: a cluster of 6 separate species, C38H89N3O16P in total in a non-equilibrium geometry (ωB97M-V with the def2-TZVPD basis set).

Structure (XYZ):
```
147
C38H89N3O16P, DFT ωB97M-V with the def2-TZVPD basis set
C 0.799 0.802 0.895
C -0.594 1.179 0.333
C -1.450 1.841 1.410
C -0.474 2.087 -0.913
C -0.560 1.272 -2.189
N 0.422 0.151 -2.211
C 0.324 -0.559 -3.350
N 1.244 -1.512 -3.578
N -0.666 -0.350 -4.284
C -0.946 1.080 -4.604
C -0.468 2.056 -3.498
P 1.215 2.689 -3.879
O 1.273 4.156 -3.987
H 1.587 1.303 0.338
H 0.843 1.132 1.928
H 0.994 -0.266 0.853
H -1.079 0.250 0.025
H -0.859 2.577 1.952
H -2.322 2.335 0.990
H -1.789 1.101 2.130
H -1.319 2.770 -0.917
H 0.446 2.669 -0.876
H -1.541 0.795 -2.170
H 1.396 0.439 -2.142
H 1.717 -1.578 -4.462
H 1.486 -2.144 -2.833
H -1.515 -0.794 -3.945
H -2.024 1.181 -4.696
H -0.540 1.328 -5.580
H -1.120 2.921 -3.424
H 2.145 2.220 -2.915
H 1.608 2.090 -5.096
C 1.366 1.015 9.392
O 0.407 0.804 8.380
C 0.398 1.845 7.423
C -0.263 1.390 6.142
O 0.586 0.606 5.305
C 0.824 -0.727 5.741
C -0.335 -1.668 5.503
O -1.337 -1.512 6.487
C -2.562 -2.066 6.065
H 1.169 1.944 9.939
H 1.302 0.179 10.084
H 2.378 1.051 8.973
H 1.422 2.172 7.206
H -0.167 2.696 7.832
H -0.496 2.281 5.557
H -1.201 0.871 6.346
H 1.142 -0.750 6.784
H 1.658 -1.080 5.130
H 0.037 -2.702 5.532
H -0.756 -1.472 4.507
H -2.926 -1.570 5.157
H -3.288 -1.911 6.860
H -2.465 -3.142 5.877
C 5.710 -0.513 -9.333
O 5.626 0.734 -8.682
C 6.825 1.484 -8.818
C 6.582 2.954 -8.566
O 6.020 3.642 -9.671
C 4.640 3.448 -9.924
C 3.732 4.198 -8.977
O 3.613 3.508 -7.742
C 3.130 4.337 -6.709
H 6.518 -1.127 -8.918
H 4.763 -1.029 -9.183
H 5.872 -0.386 -10.409
H 7.238 1.356 -9.825
H 7.556 1.111 -8.087
H 7.555 3.423 -8.410
H 5.989 3.102 -7.661
H 4.384 2.386 -9.947
H 4.476 3.853 -10.924
H 2.735 4.286 -9.430
H 4.135 5.203 -8.809
H 3.810 5.175 -6.520
H 3.075 3.732 -5.809
H 2.130 4.720 -6.940
C 5.503 5.008 -0.430
O 5.143 4.659 0.886
C 6.141 5.033 1.825
C 5.573 5.113 3.223
O 4.863 6.312 3.486
C 3.559 6.418 2.940
C 2.515 5.622 3.689
O 2.571 4.251 3.329
C 1.911 3.429 4.266
H 6.431 4.510 -0.737
H 4.696 4.689 -1.089
H 5.627 6.092 -0.531
H 6.566 6.007 1.555
H 6.942 4.281 1.806
H 6.417 5.129 3.916
H 4.969 4.233 3.450
H 3.552 6.166 1.878
H 3.296 7.473 3.035
H 1.519 6.015 3.439
H 2.679 5.735 4.767
H 2.378 3.511 5.254
H 2.001 2.399 3.930
H 0.847 3.689 4.334
C -7.344 -4.350 6.100
O -7.733 -3.467 5.072
C -7.203 -2.167 5.252
C -7.209 -1.402 3.949
O -6.132 -1.739 3.081
C -6.232 -2.975 2.390
C -7.198 -2.955 1.227
O -8.529 -3.095 1.681
C -9.471 -2.685 0.717
H -7.692 -4.000 7.079
H -7.795 -5.317 5.891
H -6.254 -4.467 6.126
H -6.175 -2.224 5.631
H -7.822 -1.635 5.988
H -7.060 -0.347 4.184
H -8.171 -1.502 3.445
H -6.467 -3.794 3.072
H -5.232 -3.152 1.985
H -6.964 -3.793 0.553
H -7.082 -2.013 0.675
H -9.345 -1.624 0.471
H -10.461 -2.830 1.142
H -9.388 -3.280 -0.200
C -0.350 -8.989 -0.030
O -0.426 -7.706 -0.617
C -0.151 -7.734 -2.004
C -0.695 -6.494 -2.674
O -2.088 -6.539 -2.934
C -2.961 -6.361 -1.830
C -3.082 -4.927 -1.370
O -1.975 -4.559 -0.560
C -1.829 -3.172 -0.460
H 0.650 -9.420 -0.145
H -0.567 -8.878 1.030
H -1.088 -9.667 -0.473
H -0.600 -8.620 -2.468
H 0.938 -7.773 -2.151
H -0.230 -6.419 -3.660
H -0.426 -5.601 -2.103
H -2.691 -7.013 -0.998
H -3.942 -6.671 -2.194
H -4.002 -4.814 -0.781
H -3.141 -4.272 -2.249
H -1.639 -2.732 -1.455
H -0.968 -2.971 0.177
H -2.716 -2.702 -0.018
```

E_HOMO ... -10.7 eV
Energy above the lowest of the compared OMol25 structures with the same formula, charge and spin ... 0.0 kcal/mol
Total charge ... +1
Multiplicity ... 1
Frontier orbital gap ... 0.23861 Ha
Total energy ... -87353.503 eV

Entry from the OMol25 dataset: an isolated molecule of C2H4P2 in a non-equilibrium geometry (ωB97M-V with the def2-TZVPD basis set).

Structure (XYZ):
```
8
C2H4P2, DFT ωB97M-V with the def2-TZVPD basis set
C -1.775 -0.420 -0.077
C 1.307 0.275 0.011
P -0.167 -1.077 0.005
P 3.213 0.150 -0.037
H -2.267 0.450 -0.479
H -2.312 -1.311 0.282
H 0.976 1.107 -0.747
H 1.025 0.825 1.042
```

E_HOMO (spin up / spin down) ... -8.2 / -8.2 eV
Energy above the lowest of the compared OMol25 structures with the same formula, charge and spin ... 81.0 kcal/mol
Multiplicity ... 1
Frontier orbital gap (spin up / spin down) ... 0.25721 / 0.25640 Ha
Total energy ... -20711.288 eV

Entry from the OMol25 dataset: a structure of composition C39H58BClF4N3O2Sn (ωB97M-V with the def2-TZVPD basis set).

Structure (XYZ):
```
109
C39H58BClF4N3O2Sn, DFT ωB97M-V with the def2-TZVPD basis set
Sn -0.450 -2.068 0.658
C 1.804 -2.763 2.818
N 0.485 -2.109 2.934
C -0.356 -2.903 3.856
C 0.619 -0.743 3.511
C 1.095 0.358 2.576
N 0.176 0.643 1.477
C 0.812 1.500 0.459
C 2.184 1.129 -0.043
C 3.103 2.107 -0.250
C 4.365 1.835 -0.834
C 4.660 0.515 -1.178
C 3.796 -0.546 -0.989
C 2.509 -0.250 -0.375
O 1.673 -1.132 -0.071
C 4.264 -1.930 -1.436
C 3.266 -3.070 -1.235
C 4.581 -1.856 -2.944
C 5.547 -2.285 -0.663
C 5.339 2.976 -1.057
C 4.667 4.043 -1.940
C 6.630 2.525 -1.741
C 5.694 3.591 0.309
C -0.991 1.368 1.999
C -2.028 1.711 0.965
C -2.343 3.008 0.680
C -3.360 3.324 -0.240
C -4.051 2.262 -0.867
C -3.808 0.938 -0.620
C -2.760 0.624 0.347
O -2.445 -0.549 0.669
C -4.615 -0.175 -1.274
C -3.689 -1.157 -2.012
C -5.428 -0.886 -0.175
C -5.607 0.368 -2.306
C -3.730 4.754 -0.589
C -5.233 4.968 -0.339
C -3.421 4.984 -2.080
C -2.951 5.778 0.237
H 2.258 -2.883 3.807
H 2.466 -2.167 2.191
H 1.690 -3.743 2.355
H 0.067 -2.885 4.866
H -0.419 -3.932 3.525
H -1.365 -2.494 3.887
H 1.334 -0.777 4.343
H -0.346 -0.476 3.944
H 2.048 0.062 2.141
H 1.269 1.259 3.182
H 0.873 2.531 0.841
H 0.134 1.526 -0.400
H 2.858 3.124 0.034
H 5.622 0.310 -1.622
H 2.333 -2.905 -1.769
H 3.030 -3.235 -0.185
H 3.708 -3.988 -1.622
H 3.704 -1.535 -3.508
H 4.865 -2.848 -3.296
H 5.402 -1.171 -3.162
H 5.348 -2.350 0.409
H 6.346 -1.560 -0.819
H 5.906 -3.259 -0.998
H 4.370 3.621 -2.901
H 5.372 4.854 -2.127
H 3.785 4.472 -1.466
H 6.436 2.085 -2.721
H 7.182 1.805 -1.133
H 7.274 3.391 -1.889
H 4.813 3.977 0.822
H 6.389 4.419 0.165
H 6.171 2.852 0.955
H -0.666 2.306 2.474
H -1.472 0.755 2.764
H -1.795 3.799 1.174
H -4.817 2.520 -1.582
H -2.933 -1.596 -1.367
H -3.180 -0.647 -2.833
H -4.282 -1.967 -2.440
H -4.811 -1.171 0.676
H -5.898 -1.783 -0.582
H -6.218 -0.227 0.189
H -5.102 0.907 -3.110
H -6.355 1.022 -1.855
H -6.138 -0.472 -2.756
H -5.852 4.351 -0.991
H -5.485 6.011 -0.534
H -5.494 4.742 0.696
H -3.961 4.284 -2.718
H -2.354 4.873 -2.278
H -3.719 5.995 -2.361
H -3.141 5.662 1.306
H -3.265 6.782 -0.047
H -1.876 5.709 0.060
Cl -2.111 -7.914 2.049
C -2.594 -6.314 1.637
C -3.838 -6.066 1.088
C -4.159 -4.759 0.764
C -3.229 -3.765 1.003
N -2.028 -4.006 1.538
C -1.716 -5.265 1.836
H -4.531 -6.877 0.911
H -5.116 -4.517 0.324
H -3.441 -2.733 0.755
H -0.723 -5.464 2.218
F 0.696 -4.315 0.501
B 0.280 -4.685 -0.855
F 1.302 -5.302 -1.506
F -0.030 -3.407 -1.456
F -0.876 -5.433 -0.778
```

E_HOMO (spin up / spin down) ... -11.0 / -10.9 eV
Total charge ... +1
Multiplicity ... 1
Frontier orbital gap (spin up / spin down) ... 0.22702 / 0.23057 Ha
Total energy ... -79851.299 eV

Entry from the OMol25 dataset: a structure of composition C53H38NO8P3PtSTe (ωB97M-V with the def2-TZVPD basis set).

Structure (XYZ):
```
106
C53H38NO8P3PtSTe, DFT ωB97M-V with the def2-TZVPD basis set
Pt 0.196 -0.839 -0.250
O 4.942 0.554 4.441
C 4.034 0.533 3.647
C 4.143 -0.160 2.279
O 5.214 -0.246 1.698
C 2.827 -0.596 1.706
C 2.023 -1.184 2.713
O 0.651 -1.141 2.776
C 2.760 -1.561 3.807
O 3.140 -2.190 4.707
O 2.533 -0.443 0.486
Te -1.926 3.285 2.386
C -2.660 4.876 1.217
C -3.813 5.548 1.594
C -4.272 6.579 0.786
N -3.671 6.966 -0.336
C -2.559 6.318 -0.678
C -2.013 5.276 0.056
C -1.447 2.055 0.754
P 0.190 1.303 0.732
C 0.789 1.236 2.426
C 0.207 0.168 3.311
C 0.681 0.290 4.723
C 1.879 0.799 5.000
C 2.754 1.410 3.949
C 2.004 1.719 2.704
C 1.263 2.487 -0.126
C 1.314 3.825 0.265
C 2.076 4.729 -0.459
C 2.790 4.306 -1.572
C 2.753 2.975 -1.957
C 1.990 2.068 -1.236
P -2.761 1.179 0.013
C -2.459 1.062 -1.775
C -1.348 1.634 -2.390
C -1.107 1.421 -3.739
C -1.981 0.644 -4.486
C -3.104 0.093 -3.883
C -3.340 0.294 -2.534
C -4.287 2.158 0.144
C -5.201 1.837 1.143
C -6.375 2.566 1.274
C -6.639 3.612 0.403
C -5.737 3.929 -0.605
C -4.566 3.201 -0.737
H -4.367 5.269 2.481
H -5.179 7.111 1.052
H -2.076 6.649 -1.591
H -1.112 4.783 -0.288
H -0.878 0.084 3.236
H 0.072 -0.153 5.500
H 2.269 0.782 6.011
H 3.199 2.332 4.333
H 2.521 2.338 1.980
H 0.769 4.158 1.141
H 2.116 5.765 -0.148
H 3.382 5.016 -2.136
H 3.327 2.639 -2.811
H 1.979 1.022 -1.515
H -0.690 2.289 -1.832
H -0.239 1.869 -4.206
H -1.791 0.470 -5.537
H -3.787 -0.517 -4.459
H -4.196 -0.174 -2.064
H -4.988 1.019 1.821
H -7.082 2.314 2.053
H -7.556 4.180 0.503
H -5.941 4.747 -1.283
H -3.865 3.443 -1.527
O -1.996 -1.972 0.371
S -2.012 -2.681 -0.911
O -3.284 -2.827 -1.550
O -0.955 -2.061 -1.785
C -1.360 -4.301 -0.621
C -2.251 -5.358 -0.543
C -1.772 -6.643 -0.337
C -0.409 -6.857 -0.223
C 0.476 -5.790 -0.295
C 0.017 -4.490 -0.495
P 1.200 -3.088 -0.574
C 2.595 -3.690 0.414
C 3.902 -3.468 -0.008
C 4.966 -3.867 0.786
C 4.732 -4.502 1.995
C 3.429 -4.721 2.425
C 2.365 -4.300 1.648
C 1.837 -3.089 -2.281
C 1.992 -1.890 -2.963
C 2.494 -1.876 -4.256
C 2.839 -3.066 -4.877
C 2.685 -4.270 -4.202
C 2.188 -4.281 -2.909
H -3.307 -5.162 -0.662
H -2.462 -7.474 -0.275
H -0.025 -7.857 -0.072
H 1.535 -5.978 -0.184
H 4.094 -2.958 -0.943
H 5.979 -3.666 0.464
H 5.564 -4.807 2.616
H 3.243 -5.194 3.380
H 1.351 -4.447 2.003
H 1.714 -0.959 -2.482
H 2.608 -0.936 -4.779
H 3.223 -3.058 -5.889
H 2.954 -5.202 -4.683
H 2.073 -5.226 -2.393
```

E_HOMO (spin up / spin down) ... -6.5 / -8.1 eV
Energy above the lowest of the compared OMol25 structures with the same formula, charge and spin ... 68.0 kcal/mol
Multiplicity ... 5
Frontier orbital gap (spin up / spin down) ... 0.23848 / 0.22218 Ha
Total energy ... -122683.424 eV

Entry from the OMol25 dataset: the ion C6H8ClN2 with charge +1 in a non-equilibrium geometry (ωB97M-V with the def2-TZVPD basis set).

Structure (XYZ):
```
17
C6H8ClN2, DFT ωB97M-V with the def2-TZVPD basis set
N 1.820 -2.506 -0.350
C 2.143 -1.399 -0.272
C 2.181 0.155 -0.040
Cl 3.837 0.720 0.171
C 1.013 0.574 0.833
C -0.027 -0.458 1.171
N -0.498 -0.887 -0.178
C -0.157 0.052 -1.186
C 1.034 0.925 -0.632
H 1.240 1.274 1.608
H 0.544 -1.186 1.832
H -0.825 0.007 1.794
H -1.437 -1.003 -0.343
H -0.024 -1.747 -0.529
H -1.046 0.590 -1.297
H 0.027 -0.416 -2.119
H 1.142 1.871 -1.001
```

E_HOMO ... -14.8 eV
Energy above the lowest of the compared OMol25 structures with the same formula, charge and spin ... 0.0 kcal/mol
Total charge ... +1
Multiplicity ... 1
Frontier orbital gap ... 0.42035 Ha
Structure (SMILES) ... N#C[C@]1(Cl)[C@@H]2C[NH2+]C[C@@H]21
Total energy ... -21845.124 eV

Entry from the OMol25 dataset: a cluster of 2 separate species, C7H19BClN3O4P in total (ωB97M-V with the def2-TZVPD basis set).

Structure (XYZ):
```
36
C7H19BClN3O4P, DFT ωB97M-V with the def2-TZVPD basis set
N 0.532 0.803 0.372
B -0.446 -0.188 -0.050
O -1.720 -0.206 0.275
P 0.059 -1.717 -1.213
N -1.206 -2.751 -1.483
Cl 1.482 -2.759 -0.292
C 0.622 -1.063 -2.811
C 1.998 -1.544 -3.334
C 2.987 -0.392 -3.585
C 4.125 -0.243 -2.593
O 4.827 0.721 -2.546
O 4.271 -1.301 -1.759
H 0.839 1.449 -0.350
H 1.392 0.375 0.710
H -2.003 0.684 0.676
H -1.131 -3.673 -1.073
H -1.525 -2.806 -2.442
H 0.587 0.025 -2.716
H -0.169 -1.329 -3.516
H 1.817 -2.038 -4.288
H 2.441 -2.293 -2.686
H 3.462 -0.524 -4.557
H 2.482 0.573 -3.602
H 5.170 -1.254 -1.401
C -1.721 2.250 2.561
O -2.053 2.170 1.375
N -2.471 1.838 3.577
C -2.035 1.969 4.957
C -3.774 1.244 3.301
H -0.762 2.689 2.864
H -1.978 0.990 5.434
H -2.732 2.592 5.518
H -1.051 2.433 4.987
H -3.666 0.352 2.683
H -4.407 1.952 2.768
H -4.245 0.973 4.241
```

E_HOMO ... -12.3 eV
Total charge ... +1
Multiplicity ... 1
Frontier orbital gap ... 0.33277 Ha
Total energy ... -42712.895 eV